Model A:
2 unconnected molecules or ions with the total composition CH3NO2S2, computed with the ωB97M-V functional and the def2-TZVPD basis.

XYZ file:
```
9
Properties=species:S:1:pos:R:3
S 0.99818 -2.08507 1.26173
S 1.66432 -0.27576 -1.72430
O -0.55818 2.37510 -0.99900
O -1.19111 0.57953 0.45153
N -0.40452 1.05390 -0.44197
C 0.39411 0.39266 -1.16380
H -0.11782 -1.39309 1.21865
H 0.69861 -3.23442 2.14144
H -1.48360 2.58715 -0.74428
```

Computed properties:
E_HOMO   -0.3227 hartree
Gap between HOMO and LUMO   7.49 eV


Model B:
2 unconnected molecules or ions with the total composition CH3NO2S2, computed with the ωB97M-V functional and the def2-TZVPD basis.

XYZ file:
```
9
Properties=species:S:1:pos:R:3
S -1.37910 0.66030 0.90860
S 2.23762 0.47271 0.32608
O 2.23057 1.25712 -0.92207
O -0.18207 -0.22289 0.79954
N 2.62744 -0.99094 0.28311
C -2.57543 0.17160 -0.01976
H -3.48389 0.64750 -0.04987
H 3.07293 -1.41831 -0.51740
H -2.54808 -0.57709 -0.80821
```

Computed properties:
E_HOMO (spin up / spin down)   -0.3743 / -0.3743 hartree
Gap between HOMO and LUMO (spin up / spin down)   9.56 / 9.56 eV


Least stable: model A


Model A:
2 unconnected molecules or ions with the total composition C2H3Cl3S, computed with the ωB97M-V functional and the def2-TZVPD basis.

XYZ file:
```
9
Properties=species:S:1:pos:R:3
Cl -2.36431 -0.31772 -0.67722
Cl -0.44204 -2.35153 0.30850
Cl 2.36401 -0.28318 -0.19157
S 0.85648 2.10264 -0.69995
C 1.29973 0.89704 0.40109
C -1.17435 -0.72808 0.56718
H -0.18531 -0.13854 0.64247
H 1.32274 1.72055 -1.83066
H -1.67695 -0.90117 1.48016
```

Computed properties:
E_HOMO   -0.3462 hartree
Gap between HOMO and LUMO   8.51 eV


Model B:
A single C2H3Cl3S molecule, computed with the ωB97M-V functional and the def2-TZVPD basis.

XYZ file:
```
9
Properties=species:S:1:pos:R:3
Cl 2.25282 0.12171 -0.02502
Cl 0.01552 -0.91588 2.02595
Cl -1.94821 1.70948 -0.44278
S -0.09786 1.94248 0.26978
C 0.52896 0.23570 -0.39709
C -0.25714 -0.86032 0.23967
H 0.54965 0.27574 -1.49701
H -1.23378 -0.55524 -0.02590
H 0.19004 -1.95366 -0.14760
```

Computed properties:
E_HOMO   -0.3473 hartree
SMILES   ClC[C@H](Cl)SCl
Gap between HOMO and LUMO   9.51 eV


Least stable: model A